# 1
{
  "formula": "C20H23F2NO4SSi",
  "method": "ωB97M-V/def2-TZVPD",
  "elements": ["C", "Si", "C", "C", "O", "C", "C", "N", "C", "C", "C", "C", "C", "C", "S", "C", "C", "C", "F", "C", "C", "C", "H", "H", "H", "H", "H", "H", "H", "H", "H", "H", "H", "H", "H", "H", "H", "H", "H", "H", "H", "H", "C", "C", "O", "C", "O", "O", "F", "H", "H", "H"],
  "xyz": [[-2.48, 2.95, -2.06], [-3.41, 1.40, -1.56], [-3.29, 0.19, -2.98], [-5.21, 1.85, -1.25], [-2.75, 0.66, -0.23], [-2.39, 1.38, 0.93], [-0.92, 1.19, 1.30], [0.02, 1.35, 0.18], [0.61, 0.13, -0.28], [0.00, -0.60, -1.30], [0.54, -1.81, -1.72], [1.71, -2.29, -1.15], [2.35, -1.56, -0.15], [1.79, -0.36, 0.28], [2.56, 0.54, 1.60], [2.19, 2.16, 1.03], [3.09, 3.20, 1.25], [2.74, 4.47, 0.84], [3.61, 5.48, 1.06], [1.55, 4.74, 0.19], [0.68, 3.68, -0.05], [0.97, 2.40, 0.38], [-1.48, 2.68, -2.42], [-3.02, 3.40, -2.90], [-2.39, 3.71, -1.28], [-4.09, 0.38, -3.69], [-2.34, 0.35, -3.51], [-3.32, -0.85, -2.65], [-5.39, 2.02, -0.19], [-5.46, 2.76, -1.80], [-5.86, 1.05, -1.60], [-2.63, 2.44, 0.84], [-2.99, 0.99, 1.76], [-0.79, 0.21, 1.78], [-0.69, 1.95, 2.05], [-0.92, -0.24, -1.74], [0.05, -2.38, -2.49], [2.14, -3.23, -1.48], [3.27, -1.90, 0.29], [4.05, 3.03, 1.73], [1.31, 5.74, -0.13], [-0.25, 3.86, -0.56], [3.38, -5.98, 2.82], [2.63, -4.77, 2.31], [2.01, -5.26, 1.14], [1.86, -6.61, 1.26], [1.20, -7.29, 0.55], [2.57, -7.05, 2.33], [3.47, -3.75, 1.97], [4.37, -6.03, 2.38], [3.45, -6.03, 3.90], [1.87, -4.38, 2.99]],
  "nbo_charge": [-1.153, 1.907, -1.148, -1.147, -0.889, -0.054, -0.230, -0.526, 0.217, -0.216, -0.214, -0.194, -0.224, -0.219, 0.308, -0.201, -0.288, 0.404, -0.326, -0.287, -0.212, 0.203, 0.243, 0.239, 0.231, 0.241, 0.236, 0.249, 0.239, 0.236, 0.240, 0.159, 0.180, 0.198, 0.206, 0.227, 0.217, 0.219, 0.227, 0.239, 0.233, 0.227, -0.130, 0.446, -0.495, 0.968, -0.545, -0.485, -0.328, 0.203, 0.210, 0.156],
  "orbital_gap_ev": 8.64,
  "lumo_ev": 0.517,
  "homo_energy_ev": -8.124,
  "smiles": "C[Si](C)(C)OCCN1c2ccccc2Sc2cc(F)ccc21.O=C1OC[C@@H](F)O1"
}

# 2
{
  "formula": "C5H17N2O",
  "method": "ωB97M-V/def2-TZVPD",
  "elements": ["C", "C", "C", "C", "C", "N", "N", "H", "H", "H", "H", "H", "H", "H", "H", "H", "H", "H", "H", "H", "H", "H", "H", "H", "O"],
  "xyz": [[-0.47, -1.36, -1.88], [0.15, -0.02, -1.45], [1.36, -0.24, -0.49], [1.80, 1.06, 0.12], [0.81, 1.83, 0.99], [0.40, 0.99, 2.24], [-1.31, -2.06, -0.86], [-1.11, -1.30, -2.77], [0.34, -2.06, -2.15], [0.47, 0.45, -2.38], [-0.63, 0.49, -0.91], [2.04, -0.71, -1.22], [0.98, -1.03, 0.17], [2.69, 0.69, 0.73], [2.32, 1.62, -0.68], [1.22, 2.84, 1.32], [-0.09, 2.09, 0.44], [-0.58, 1.23, 2.37], [0.56, -0.01, 2.00], [0.99, 1.49, 2.98], [-0.74, -2.83, -0.55], [-2.17, -2.44, -1.24], [-2.27, -0.77, 0.24], [-2.31, 0.69, 0.38], [-2.25, -0.09, 0.95]],
  "mulliken_spin": [-0.032, -0.006, 0.013, 0.135, 0.749, 1.581, 0.054, -0.002, -0.002, -0.039, 0.029, -0.008, 0.097, -0.032, -0.080, -0.303, 0.074, -0.138, -0.362, -0.617, -0.011, -0.004, 0.055, -0.034, -0.117],
  "relative_energy_ev": 1.880,
  "s_squared": 0.75,
  "orbital_gap_ev": [3.85, 10.69],
  "spin_multiplicity": 2,
  "lumo_ev": [0.687, 0.597],
  "homo_energy_ev": [-3.163, -10.089]
}